1.
The following is a quantum chemistry calculation of 2 unconnected molecules or ions with the total composition C2H2N2O4, from OMol25.

Element x y z (Å)
O  -2.702  2.042  -0.480
N  -3.340  1.323  0.208
O  -4.092  1.664  1.082
C  -3.353  -0.055  -0.073
N  -3.125  -1.190  0.084
O  -3.150  -2.354  0.021
C  0.015  -1.157  -1.123
O  -0.367  -0.417  -0.238
H  0.947  -1.072  -1.560
H  -0.741  -1.968  -1.563

As for the LUMO energy: -1.1 eV. The calculation puts the energy at -13268.3350 eV. The calculation puts the gap between HOMO and LUMO at 9.369 eV. The SMILES is O=[N+]([O-])C#[N+][O-].C=O. The multiplicity is 1. Its total charge is 0. For the energy above the lowest of the compared OMol25 structures with the same formula, charge and spin, the calculation gives 660.1 kJ/mol.



2.
The following is a quantum chemistry calculation of a molecular structure, C48H41BClCsF5N10O3S2, from OMol25.

Element x y z (Å)
Cs  0.842  0.337  -0.144
C  5.040  -0.307  0.161
C  4.275  0.640  1.029
C  4.200  2.053  0.957
C  3.316  2.400  1.947
N  2.900  1.272  2.559
N  3.501  0.181  2.001
B  1.857  1.172  3.684
N  1.482  -0.300  3.940
C  1.577  -0.998  5.092
C  1.167  -2.286  4.837
C  0.841  -2.287  3.463
C  0.341  -3.410  2.610
N  1.041  -1.091  2.940
N  0.579  2.004  3.326
C  -0.499  2.299  4.089
C  -1.473  2.829  3.270
C  -0.899  2.828  1.977
C  -1.481  3.263  0.661
N  0.329  2.344  2.047
N  2.505  1.727  4.988
C  3.824  1.777  5.249
C  3.981  2.172  6.560
C  2.667  2.334  7.035
C  2.211  2.744  8.402
N  1.786  2.059  6.083
H  6.100  -0.048  0.128
H  4.937  -1.318  0.553
H  4.656  -0.308  -0.862
H  4.698  2.706  0.260
H  2.931  3.361  2.246
H  1.921  -0.534  6.002
H  1.124  -3.111  5.531
H  0.759  -4.364  2.936
H  -0.749  -3.484  2.648
H  0.625  -3.244  1.571
H  -0.477  2.121  5.151
H  -2.452  3.172  3.566
H  -1.879  4.274  0.767
H  -0.733  3.270  -0.136
H  -2.301  2.610  0.354
H  4.544  1.531  4.486
H  4.905  2.327  7.094
H  3.039  3.164  8.973
H  1.421  3.493  8.335
H  1.814  1.892  8.958
C  -1.001  -3.448  -0.985
C  0.238  -4.143  -1.479
C  0.400  -5.542  -1.364
C  1.513  -6.116  -1.904
C  2.476  -5.321  -2.565
C  3.631  -5.874  -3.159
C  4.513  -5.031  -3.790
C  4.297  -3.650  -3.844
C  3.185  -3.027  -3.265
S  2.956  -1.325  -3.320
C  2.238  -3.916  -2.613
N  1.123  -3.379  -2.063
H  -1.572  -4.062  -0.285
H  -1.616  -3.217  -1.850
H  -0.772  -2.501  -0.511
H  -0.351  -6.134  -0.853
H  1.677  -7.188  -1.837
H  3.798  -6.944  -3.110
H  5.404  -5.441  -4.256
H  5.016  -3.013  -4.343
C  0.218  5.236  -7.322
C  -0.898  4.428  -6.726
C  -2.224  4.683  -7.028
C  -3.235  3.928  -6.452
Cl  -4.907  4.277  -6.859
C  -2.937  2.918  -5.562
C  -1.611  2.646  -5.250
C  -0.587  3.390  -5.833
O  0.722  3.183  -5.617
C  1.085  2.146  -4.692
C  0.633  2.418  -3.232
O  0.567  3.607  -2.885
O  0.403  1.374  -2.576
H  -0.175  6.092  -7.872
H  0.820  4.628  -8.001
H  0.889  5.588  -6.538
H  -2.476  5.483  -7.714
H  -3.729  2.344  -5.100
H  -1.388  1.867  -4.536
H  2.172  2.106  -4.714
H  0.697  1.180  -5.020
F  -3.720  -4.646  -4.764
C  -3.767  -3.596  -3.960
C  -4.371  -3.708  -2.713
F  -4.883  -4.880  -2.333
C  -4.417  -2.617  -1.880
F  -4.995  -2.767  -0.693
C  -3.886  -1.361  -2.252
S  -4.032  -0.006  -1.255
C  -3.273  -1.297  -3.526
F  -2.773  -0.159  -3.950
C  -3.210  -2.390  -4.364
F  -2.653  -2.300  -5.564
N  -1.721  -0.959  1.316
C  -2.545  -0.607  2.034
C  -3.571  -0.157  2.940
C  -3.236  0.117  4.263
C  -4.220  0.548  5.136
C  -5.527  0.706  4.693
C  -5.856  0.427  3.373
C  -4.881  -0.008  2.490
H  -2.210  0.005  4.584
H  -3.963  0.770  6.164
H  -6.292  1.049  5.378
H  -6.875  0.551  3.029
H  -5.113  -0.228  1.456

Its expectation value of S² is 0.777. As for the LUMO energy (spin up / spin down): 3.2 / 0.8 eV. The calculation puts the energy at -120494.9554 eV. The calculation puts the gap between HOMO and LUMO (spin up / spin down) at 4.655 / 2.245 eV. The multiplicity is 2. Its total charge is -2. For the energy above the lowest of the compared OMol25 structures with the same formula, charge and spin, the calculation gives 155.6 kJ/mol.



- What is the formula in the second record?
  C48H41BClCsF5N10O3S2



- energy of number 2 (C48H41BClCsF5N10O3S2)?
  -120494.9554 eV



- Among the records above, which one has the lowest energy?
  C48H41BClCsF5N10O3S2